[1]
Entry from the OMol25 dataset: a molecular structure, C12H17Cl2NReS (ωB97M-V/def2-TZVPD).

Atoms and positions in Å:
1 Re 0.951 -0.285 -0.338
2 Cl 0.118 -2.461 -0.543
3 Cl 1.355 1.887 0.503
4 C 2.406 -0.361 -1.208
5 H 3.134 0.505 -1.457
6 H 2.729 -1.180 -1.947
7 C -0.674 0.510 -1.296
8 C 0.654 0.268 -2.140
9 H -1.108 0.695 -0.304
10 C 0.653 -0.547 -3.384
11 H 0.982 1.332 -2.532
12 C -0.547 -0.167 -4.269
13 H 1.602 -0.475 -3.932
14 H 0.605 -1.608 -3.127
15 C -1.784 -0.163 -3.391
16 H -0.368 0.849 -4.646
17 H -0.650 -0.835 -5.120
18 C -1.648 0.918 -2.297
19 H -2.664 0.046 -3.997
20 H -1.902 -1.144 -2.911
21 H -1.259 1.861 -2.731
22 H -2.641 1.129 -1.865
23 S 2.119 -1.130 1.622
24 C 1.166 -0.509 2.884
25 N -0.028 -1.130 3.159
26 C -0.801 -0.773 4.238
27 C -0.398 0.274 5.033
28 C 0.763 0.992 4.721
29 C 1.544 0.599 3.633
30 H -0.312 -1.893 2.548
31 H -1.691 -1.375 4.396
32 H -0.994 0.538 5.911
33 H 1.072 1.843 5.318
34 H 2.429 1.131 3.310

The gap between HOMO and LUMO (alpha / beta) comes out at 5.55 / 6.04 eV. As for the spin multiplicity: 4. Its charge is 0.

***

[2]
Entry from the OMol25 dataset: a single C3H6ClFS molecule (ωB97M-V/def2-TZVPD).

Atoms and positions in Å:
1 F 2.075 -1.428 -0.192
2 C 0.897 -0.912 -0.609
3 C 0.402 0.326 0.259
4 S 0.643 2.031 -0.353
5 C -1.088 0.066 0.820
6 Cl -2.311 -0.240 -0.545
7 H 0.092 -1.638 -0.442
8 H 0.996 -0.752 -1.723
9 H 1.015 0.543 1.243
10 H -0.107 1.894 -1.443
11 H -1.164 -0.813 1.503
12 H -1.450 0.922 1.483

The gap between HOMO and LUMO comes out at 10.30 eV. The SMILES is FC[C@@H](S)CCl. Its charge is 0.

***

[3]
Entry from the OMol25 dataset: 21 unconnected molecules or ions with the total composition C32H60BrCl42FNO (ωB97M-V/def2-TZVPD).

Atoms and positions in Å:
1 C 1.048 -2.242 -4.558
2 C -0.408 -1.818 -4.356
3 C -0.555 -0.396 -3.769
4 F 0.618 0.338 -3.862
5 C -1.082 -0.385 -2.350
6 C -2.551 -0.871 -2.463
7 C -3.073 -1.944 -1.497
8 C -4.128 -2.811 -2.194
9 Br -3.199 -4.262 -3.112
10 N -0.133 -1.213 -1.485
11 C 0.294 -0.307 -0.359
12 C 0.869 -0.931 0.879
13 Cl 2.437 -0.298 1.282
14 C 0.334 -1.916 1.619
15 C -1.009 -2.525 1.353
16 Cl 1.168 -2.590 2.959
17 C -0.858 0.673 -0.320
18 O -1.082 0.876 -1.738
19 H 1.528 -2.650 -3.665
20 H 1.042 -3.053 -5.283
21 H 1.656 -1.451 -4.973
22 H -1.008 -1.930 -5.251
23 H -0.836 -2.504 -3.622
24 H -1.302 0.114 -4.379
25 H -2.777 -1.179 -3.475
26 H -3.146 0.024 -2.293
27 H -2.313 -2.629 -1.133
28 H -3.551 -1.455 -0.647
29 H -4.704 -2.256 -2.925
30 H -4.773 -3.264 -1.451
31 H 0.725 -1.285 -2.045
32 H -0.345 -2.193 -1.292
33 H 1.115 0.284 -0.758
34 H -1.650 -1.776 0.895
35 H -1.500 -2.790 2.286
36 H -0.949 -3.422 0.735
37 H -0.702 1.623 0.170
38 H -1.811 0.271 0.038
39 C -1.273 2.885 3.263
40 Cl -0.479 1.309 3.202
41 Cl -2.051 3.260 1.720
42 H -2.022 2.872 4.047
43 H -0.528 3.643 3.467
44 C 1.028 0.010 -7.776
45 Cl -0.590 -0.705 -7.817
46 Cl 2.259 -1.192 -7.358
47 H 1.242 0.432 -8.749
48 H 1.044 0.783 -7.017
49 C 3.592 3.306 2.723
50 Cl 1.850 3.395 2.408
51 Cl 4.041 4.292 4.116
52 H 3.855 2.274 2.926
53 H 4.116 3.671 1.847
54 C 1.854 -1.937 6.645
55 Cl 2.371 -3.292 7.655
56 Cl 0.884 -0.773 7.549
57 H 2.734 -1.437 6.261
58 H 1.249 -2.318 5.830
59 C -0.139 3.484 -4.211
60 Cl 0.294 5.151 -3.832
61 Cl 0.391 3.026 -5.839
62 H 0.339 2.826 -3.496
63 H -1.218 3.383 -4.160
64 C 1.221 -1.128 -11.657
65 Cl 0.375 -1.704 -13.092
66 Cl 0.767 0.536 -11.247
67 H 0.965 -1.767 -10.820
68 H 2.288 -1.156 -11.845
69 C -1.348 4.027 -11.099
70 Cl -1.773 2.844 -9.849
71 Cl -2.759 4.918 -11.665
72 H -0.640 4.730 -10.679
73 H -0.911 3.498 -11.938
74 C -4.835 -1.760 -6.828
75 Cl -4.111 -3.323 -6.421
76 Cl -4.568 -0.527 -5.582
77 H -4.393 -1.406 -7.752
78 H -5.901 -1.897 -6.950
79 C 2.767 -2.384 11.759
80 Cl 3.240 -3.701 12.845
81 Cl 1.735 -1.199 12.572
82 H 3.660 -1.885 11.413
83 H 2.222 -2.805 10.922
84 C 5.502 -5.731 14.782
85 Cl 7.228 -5.497 15.081
86 Cl 5.126 -7.406 14.359
87 H 4.956 -5.470 15.681
88 H 5.205 -5.092 13.960
89 C -4.943 -2.566 2.503
90 Cl -5.197 -3.864 1.327
91 Cl -4.304 -1.097 1.743
92 H -5.890 -2.326 2.971
93 H -4.225 -2.906 3.241
94 C 4.756 0.508 8.733
95 Cl 3.657 0.786 7.376
96 Cl 3.861 0.001 10.173
97 H 5.458 -0.273 8.467
98 H 5.283 1.429 8.945
99 C 6.854 4.334 8.623
100 Cl 7.651 2.754 8.591
101 Cl 6.062 4.671 7.079
102 H 6.108 4.336 9.408
103 H 7.602 5.095 8.810
104 C 5.904 5.991 -0.214
105 Cl 6.208 6.393 1.476
106 Cl 4.873 4.556 -0.366
107 H 5.400 6.824 -0.688
108 H 6.848 5.787 -0.702
109 C 2.459 1.516 15.334
110 Cl 1.948 2.063 16.934
111 Cl 3.626 2.623 14.597
112 H 2.921 0.541 15.431
113 H 1.587 1.458 14.693
114 C -2.203 -1.688 5.795
115 Cl -3.231 -3.093 5.493
116 Cl -2.771 -0.269 4.914
117 H -2.207 -1.471 6.856
118 H -1.196 -1.917 5.465
119 C -6.755 -4.348 -9.566
120 Cl -7.437 -3.809 -8.025
121 Cl -5.497 -3.249 -10.147
122 H -6.320 -5.330 -9.425
123 H -7.551 -4.383 -10.299
124 C -2.619 5.345 -7.099
125 Cl -3.526 5.680 -8.573
126 Cl -3.664 4.745 -5.796
127 H -1.873 4.589 -7.315
128 H -2.147 6.260 -6.763
129 C -0.604 7.890 -13.528
130 Cl 0.087 6.446 -12.772
131 Cl -1.617 8.799 -12.404
132 H 0.208 8.526 -13.857
133 H -1.211 7.578 -14.369
134 C -3.412 -6.831 4.169
135 Cl -3.935 -6.340 5.783
136 Cl -2.263 -5.680 3.461
137 H -2.928 -7.797 4.240
138 H -4.281 -6.888 3.524

The gap between HOMO and LUMO comes out at 9.33 eV. Its charge is +1.

***

[4]
Entry from the OMol25 dataset: a molecular structure, C48H44N6S2Sb2SeW (ωB97M-V/def2-TZVPD).

Atoms and positions in Å:
1 W -0.680 -0.684 0.435
2 N -1.516 -1.008 4.584
3 C -1.016 -1.178 3.359
4 S -0.198 0.188 2.610
5 N -1.187 -2.356 2.797
6 N -0.636 -2.428 1.538
7 C -0.029 -3.491 1.159
8 C 0.360 -4.623 2.012
9 C -0.478 -5.178 2.985
10 C -0.019 -6.208 3.789
11 C 1.279 -6.678 3.653
12 C 2.124 -6.129 2.697
13 C 1.664 -5.119 1.870
14 C 0.379 -3.432 -0.291
15 C 0.701 -4.556 -1.006
16 C 0.948 -4.436 -2.379
17 C 0.838 -3.201 -2.966
18 C 0.504 -2.110 -2.167
19 N 0.293 -2.223 -0.864
20 H -1.379 -0.140 5.072
21 H -1.892 -1.795 5.089
22 H -1.488 -4.819 3.096
23 H -0.680 -6.647 4.524
24 H 1.635 -7.477 4.291
25 H 3.139 -6.489 2.592
26 H 2.340 -4.687 1.142
27 H 0.734 -5.516 -0.511
28 H 1.210 -5.308 -2.965
29 H 0.997 -3.057 -4.026
30 H 0.408 -1.122 -2.590
31 C 0.560 1.587 -4.857
32 C 1.996 1.596 -4.411
33 C 2.762 0.520 -4.360
34 Sb 2.756 0.255 -1.026
35 C 3.856 2.081 -1.035
36 C 3.298 3.343 -1.233
37 C 4.106 4.473 -1.265
38 C 5.479 4.351 -1.097
39 C 6.048 3.100 -0.910
40 C 5.242 1.968 -0.887
41 C 3.002 -0.131 1.059
42 C 2.962 -1.453 1.492
43 C 3.116 -1.775 2.835
44 C 3.315 -0.763 3.761
45 C 3.378 0.562 3.338
46 C 3.225 0.877 1.995
47 Sb 0.165 1.249 -0.765
48 C -1.564 4.310 0.174
49 C -0.597 4.028 1.136
50 C -0.957 3.671 2.436
51 C -2.295 3.622 2.793
52 C -3.262 3.938 1.854
53 C -2.898 4.274 0.553
54 C -1.169 4.654 -1.239
55 C 0.003 5.344 -1.506
56 C 0.348 5.689 -2.811
57 C -0.487 5.353 -3.864
58 C -1.656 4.654 -3.608
59 C -1.989 4.301 -2.303
60 H 0.246 0.586 -5.166
61 H 0.410 2.264 -5.700
62 H -0.106 1.946 -4.068
63 H 2.410 2.556 -4.112
64 H 3.805 0.563 -4.075
65 H 2.384 -0.441 -4.696
66 H 2.227 3.463 -1.367
67 H 3.665 5.450 -1.423
68 H 6.106 5.233 -1.113
69 H 7.119 3.006 -0.786
70 H 5.713 0.997 -0.753
71 H 2.893 -2.256 0.761
72 H 3.100 -2.811 3.155
73 H 3.443 -1.003 4.809
74 H 3.562 1.348 4.059
75 H 3.295 1.910 1.677
76 H 0.455 4.076 0.863
77 H -0.188 3.453 3.166
78 H -2.582 3.364 3.805
79 H -4.309 3.938 2.133
80 H -3.664 4.555 -0.161
81 H 0.637 5.665 -0.686
82 H 1.254 6.252 -2.996
83 H -0.234 5.645 -4.875
84 H -2.316 4.383 -4.424
85 H -2.900 3.741 -2.112
86 Se -2.769 0.576 0.607
87 C -4.325 -0.518 0.779
88 C -5.414 -0.207 -0.022
89 C -6.555 -0.991 0.100
90 N -6.661 -2.022 0.942
91 C -5.608 -2.280 1.719
92 C -4.416 -1.570 1.676
93 H -5.386 0.620 -0.721
94 H -7.423 -0.786 -0.516
95 H -5.721 -3.105 2.414
96 H -3.595 -1.834 2.330
97 S -4.033 -2.196 -2.681
98 C -3.957 -3.291 -1.380
99 C -2.958 -2.933 -0.541
100 N -2.262 -1.808 -0.924
101 C -2.742 -1.320 -2.044
102 H -4.640 -4.120 -1.286
103 H -2.684 -3.449 0.366
104 H -2.376 -0.419 -2.512

The gap between HOMO and LUMO comes out at 5.64 eV. Its charge is +2.

***

Values of total energy, in order: -52213.5800 -29282.6307 -636390.3731 -161333.9545, all in eV.
Values of maximum force, in order: 12.23 2.40 1.89 3.70, all in eV/Å.